The following is a quantum chemistry calculation of one molecule with the formula C5H9NO, from the Open Molecules 2025 dataset.

## Properties
Energy relative to the best compared isomer or geometry (same formula, charge and spin) = 366.05 kJ/mol
Electronic energy = -8865.4188 eV
Kohn-Sham gap (alpha / beta) = 7.495 / 7.495 eV
E_HOMO (alpha / beta) = -9.082 / -9.082 eV
Largest force on an atom = 0.0181 Eh/bohr
2S+1 = 1

Last column: Mulliken charge in e.
Atoms and positions in Å:
H 1.78461 -1.20567 -0.06363  0.38
C -0.37234 -0.54051 -1.40727  -1.49
C -1.37666 0.01717 0.88154  -1.69
H -0.70891 0.40086 -1.85323  0.35
H -1.11650 -1.33768 -1.47935  0.38
H 0.60634 -1.87937 1.18580  0.28
O 0.29876 2.12279 -0.73894  -0.63
N 1.69665 1.09670 0.82160  -0.67
H -1.14564 0.33970 1.90300  0.41
C 0.88271 -1.06008 0.51206  -0.81
H 0.54441 -0.84793 -1.92561  0.42
C -0.10824 -0.13442 0.04731  1.75
H -1.95425 -0.91257 0.92571  0.42
H -1.99690 0.79334 0.42324  0.37
C 0.66896 1.21212 -0.01061  0.29
H 2.29702 1.93554 0.77837  0.25

***

The following is a quantum chemistry calculation of a 2-piece molecular cluster, C5H9NO overall, from the Open Molecules 2025 dataset.

## Properties
Energy relative to the best compared isomer or geometry (same formula, charge and spin) = 772.07 kJ/mol
Electronic energy = -8861.2107 eV
Kohn-Sham gap = 5.352 eV
E_HOMO = -7.857 eV
Largest force on an atom = 0.0506 Eh/bohr
2S+1 = 1

Last column: Mulliken charge in e.
Atoms and positions in Å:
C -0.99443 -0.04399 -0.32362  -0.23
O 3.66991 -0.03503 0.10302  -0.44
H 1.27902 1.29245 0.77920  0.38
C 2.56158 -0.17531 -0.31947  -0.32
H 1.48981 -1.77528 2.01798  0.05
H -2.22621 1.65939 -0.01899  0.33
C 0.26561 0.55735 -0.93929  -0.62
H 0.56604 0.00487 -1.83528  0.36
H 2.24101 -1.18361 -0.66942  0.40
C 1.42928 0.69185 -0.10971  -0.02
C -2.10803 0.57109 0.00156  -0.20
H -3.05840 -0.95915 0.84584  0.28
H -3.96466 -0.21200 -0.25146  0.26
H 2.09336 -1.89660 1.60929  -0.05
N -3.30944 -0.04101 0.50121  -0.61
H 0.06554 1.54497 -1.39087  0.41

***

The following is a quantum chemistry calculation of one molecule with the formula C5H9NO, from the Open Molecules 2025 dataset.

## Properties
Energy relative to the best compared isomer or geometry (same formula, charge and spin) = 464.28 kJ/mol
Electronic energy = -8864.4007 eV
Kohn-Sham gap (alpha / beta) = 7.146 / 7.144 eV
E_HOMO (alpha / beta) = -8.119 / -8.118 eV
Largest force on an atom = 0.0125 Eh/bohr
2S+1 = 1

Last column: Mulliken charge in e.
Atoms and positions in Å:
H 1.44273 1.48550 -1.41677  0.39
H 0.88452 -1.82652 -0.02585  0.31
H -2.54838 -1.07653 1.17053  0.28
H 1.83042 -0.82346 1.06920  0.31
O -1.08698 1.20576 1.31885  -0.74
C -1.70917 -1.06816 0.48540  -0.63
H -1.41854 -0.49903 -1.47291  0.27
N -1.87443 -0.15605 -0.62919  -0.62
H 2.18538 -0.75159 -0.66722  0.37
H -1.23044 -2.03519 0.33223  0.20
H 0.10041 2.31905 -0.52264  0.34
C -0.93117 0.22794 0.50667  0.99
C 1.37758 -0.85489 0.06619  -1.11
C 0.91633 1.59647 -0.46051  -1.28
C 0.41216 0.27404 -0.01318  0.60
H 1.64957 1.98266 0.25920  0.31

***

The following is a quantum chemistry calculation of one molecule with the formula C5H9NO, from the Open Molecules 2025 dataset.

## Properties
Energy relative to the best compared isomer or geometry (same formula, charge and spin) = 437.98 kJ/mol
Electronic energy = -8864.6732 eV
Kohn-Sham gap = 6.853 eV
E_HOMO = -6.620 eV
Largest force on an atom = 0.0156 Eh/bohr
2S+1 = 1

Last column: Mulliken charge in e.
Atoms and positions in Å:
C -0.15885 0.08270 -1.07737  -0.67
H 1.37002 1.48623 -0.33579  0.30
C 2.05039 -0.48071 0.25661  -1.45
H 2.76094 -0.57146 -0.57163  0.37
H -2.04067 -1.26418 0.92470  0.12
H -0.24407 0.66396 -1.99669  0.26
H -0.19678 -0.98777 -1.28595  0.34
C 0.94261 0.50430 -0.09241  0.56
C -0.16039 0.68086 0.94357  0.12
N -1.26122 0.43214 -0.05280  0.12
H -2.90211 -0.73114 -0.54050  0.20
O -0.23258 0.87323 2.10848  -0.46
H 1.63736 -1.47253 0.46497  0.36
H -1.70263 1.31630 -0.29738  0.32
C -2.45674 -0.38844 0.40834  -0.83
H 2.59472 -0.14350 1.14385  0.34

***

The following is a quantum chemistry calculation of C5H9NO as an isolated structure, from the Open Molecules 2025 dataset.

## Properties
Energy relative to the best compared isomer or geometry (same formula, charge and spin) = 625.66 kJ/mol
Electronic energy = -8862.7281 eV
Kohn-Sham gap = 9.084 eV
E_HOMO = -8.126 eV
Largest force on an atom = 0.0477 Eh/bohr
2S+1 = 1

Last column: Mulliken charge in e.
Atoms and positions in Å:
C 0.37137 1.26172 -1.20932  -1.11
N 1.26617 -0.57766 0.54208  -0.29
C 2.20672 0.04826 -0.20147  -0.51
C -1.41120 -0.98263 1.46108  -0.41
C 0.22248 -0.30342 -0.42827  0.04
H -2.44736 -1.23941 1.67121  0.29
H 0.17543 2.06590 -0.48196  0.30
H -0.66073 -1.65736 1.86932  0.26
H 2.32916 -0.58756 -1.09419  0.22
H -1.90715 0.11646 -0.38524  0.43
C -1.09761 -0.19708 0.27166  -0.23
H -0.49080 1.15133 -1.86798  0.39
H 1.20502 1.58453 -1.86609  0.37
O -1.09491 0.40687 1.56005  -0.45
H 1.11291 -0.01841 1.37566  0.36
H 0.22050 -1.07154 -1.21654  0.34

***

The following is a quantum chemistry calculation of one molecule with the formula C5H9NO, from the Open Molecules 2025 dataset.

## Properties
Energy relative to the best compared isomer or geometry (same formula, charge and spin) = 478.26 kJ/mol
Electronic energy = -8864.2558 eV
Kohn-Sham gap = 8.174 eV
E_HOMO = -8.480 eV
Largest force on an atom = 0.0733 Eh/bohr
2S+1 = 1

Last column: Mulliken charge in e.
Atoms and positions in Å:
C -1.16361 -0.23974 0.18636  -0.70
H -1.84645 0.27670 0.84743  0.39
H 1.10760 -1.37245 2.92863  0.25
C -0.61315 0.41636 -0.91713  0.23
C 0.69416 0.92336 0.33930  0.15
H 0.69633 0.20619 -2.60956  0.36
H 0.38284 -1.30621 -1.74870  0.36
H -1.02743 1.38549 -1.17178  0.36
H -1.07782 -1.31189 0.30001  0.31
H 0.00421 0.62599 2.51684  0.44
C 0.45299 -0.01806 1.75059  -0.16
C -0.06637 -0.36941 -2.08248  -1.41
H -0.85657 -0.60578 -2.79867  0.37
O 0.70312 2.12221 0.61562  -0.65
N 1.09349 -1.08541 1.94878  -0.65
H 1.51666 0.35265 -0.10524  0.37

***

The following is a quantum chemistry calculation of one molecule with the formula C5H9NO, from the Open Molecules 2025 dataset.

## Properties
SMILES string = CC(=O)[C@H]1CN1C
Energy relative to the best compared isomer or geometry (same formula, charge and spin) = 349.86 kJ/mol
Electronic energy = -8865.5866 eV
Kohn-Sham gap = 9.901 eV
E_HOMO = -9.055 eV
Largest force on an atom = 0.0298 Eh/bohr
2S+1 = 1

Last column: Mulliken charge in e.
Atoms and positions in Å:
H -1.06897 -1.45360 0.15930  0.32
O 0.66293 1.90167 1.35754  -0.58
H 1.02530 -1.27298 0.63412  0.24
C 0.80728 0.87462 0.72287  0.40
H -2.51784 -0.69944 -0.52119  0.32
H 0.23660 -1.07483 -1.70708  0.28
H 2.03848 -0.36786 1.77980  0.38
H 1.17833 1.80377 -1.17494  0.31
C -1.59410 -0.48603 0.04380  -0.80
H -0.03450 0.49414 -2.63295  0.26
N -0.90444 0.56589 -0.79007  -0.31
C 0.06460 -0.00450 -1.67535  -0.33
C 0.67149 0.93184 -0.72987  -0.03
H 0.29991 -0.60965 2.13736  0.28
H -1.90457 -0.15166 1.04300  0.26
C 1.03948 -0.45139 1.35366  -1.00

***

- electronic energy of number 7 (C5H9NO)?
  -8865.5866 eV

***

- Which formula does entry 1 have?
  C5H9NO

***

- What is the largest force on an atom in the fifth record?
  0.0477 Eh/bohr